Entry 1:
25
Properties=species:S:1:pos:R:3 method="wB97M-V/def2-TZVPD" e_homo_ev="-15.724 / -15.724" total_charge=+2 orbital_gap_ev="6.69 / 6.69" e_tot_ha=-981.8887 molar_mass_g_mol=195.2 relative_energy_kj_mol=0.0
S 2.75066 -0.37033 0.34296
O 3.73768 0.38728 1.26938
O 2.24949 -1.53661 0.96605
N -3.28802 -1.70528 -2.01789
N -2.14501 0.32053 -0.10082
N 1.56790 0.70791 0.01292
N -2.51477 -1.74067 -1.18860
N -3.73132 0.58163 1.57038
C 3.36874 -0.85796 -1.26247
C -0.85070 0.78631 -0.49969
C 0.20903 0.35978 0.57388
C -2.56781 0.87782 0.98275
H -4.06761 0.92447 2.41503
H 1.85610 1.62750 0.13584
H 3.65036 0.09631 -1.73956
H -0.63964 0.31750 -1.47090
H 0.00906 0.84801 1.54003
H -0.85498 1.90838 -0.64586
H 0.20984 -0.73123 0.84221
H 4.10126 -1.58086 -1.30113
H 2.43939 -1.19403 -1.77977
H -4.17698 -0.34678 1.34599
H 4.69812 0.71209 1.14910
H -4.01706 -2.15149 -2.50074
H -1.99373 1.75974 1.36093


Entry 2:
70
Properties=species:S:1:pos:R:3 method="wB97M-V/def2-TZVPD" e_homo_ev=-13.127 total_charge=+2 orbital_gap_ev=6.57 e_tot_ha=-2566.8841 molar_mass_g_mol=758.7
Ta -0.01115 -0.44043 0.18970
S -2.21383 0.32162 1.66405
S 0.79540 -2.69432 0.50654
O -1.58670 1.50018 2.19892
O -1.47165 -0.94796 1.85402
O 1.11995 0.21987 1.63873
O -1.45864 -1.83979 -1.10063
N 2.81870 -0.91409 2.57737
N -0.52907 1.71325 -0.91734
N -1.98415 0.34278 0.02897
N 2.26261 1.23483 3.27126
N -7.78175 -0.18777 3.28218
N -2.75634 2.48430 -0.73318
C 2.31951 -0.01155 -3.65337
C 1.21649 -0.18457 -2.77298
C -0.29148 -3.52880 1.66302
C -1.01273 -4.00545 3.90441
C -1.19148 -4.46546 1.17473
C -1.05229 3.87929 -1.66015
C 2.07608 0.17186 2.50975
C -1.26464 -2.85564 -2.11070
C -6.49239 -0.07296 2.92362
C -0.19714 -3.30548 3.03220
C -1.92290 -4.93263 3.41641
C -5.77269 -1.19884 2.46412
C 3.63611 -0.01858 -3.14237
C 2.77684 -0.38044 -0.93908
C -0.07254 -0.15127 -3.36192
C -4.52140 1.29387 2.63064
C 1.44676 -0.37901 -1.35538
C 3.86049 -0.19186 -1.80798
C 2.11205 0.17745 -5.03962
C -4.46094 -1.07804 2.09172
C -3.82947 0.16759 2.17679
C 0.85123 0.20527 -5.56264
C -2.00682 -5.16433 2.05266
C -2.36584 3.63205 -1.28512
C -5.83472 1.17450 2.99975
C -1.81030 1.58817 -0.57059
C -0.25042 0.04011 -4.70698
C -0.13660 2.86893 -1.45130
H 0.50349 -2.58122 3.42599
H -1.23708 -4.67230 0.11412
H -1.37588 -2.41342 -3.09909
H -1.99590 -3.64728 -1.96056
H 2.97617 0.29952 -5.67945
H 4.46222 0.11070 -3.82913
H 4.86750 -0.19999 -1.41591
H -2.29735 -1.38055 -1.23891
H -0.25701 -3.24369 -1.99077
H -0.95360 -0.27966 -2.74263
H -1.25074 0.06200 -5.11893
H -2.55297 -5.48437 4.09960
H 3.55813 -1.01671 3.25424
H 2.99070 1.28112 3.96612
H -3.90271 -1.94435 1.75782
H -2.69446 -5.90496 1.66904
H 0.90784 2.95690 -1.72338
H -4.01474 2.24639 2.69474
H -0.93412 -3.83019 4.96879
H 1.64672 2.02464 3.15716
H -8.25152 -1.07541 3.25930
H -8.29379 0.59809 3.64242
H -0.75962 4.82041 -2.09878
H -6.26533 -2.16045 2.41776
H 2.56630 -1.69645 1.96988
H 3.03522 -0.54869 0.10490
H -6.37659 2.03856 3.35843
H -3.13577 4.38046 -1.42340
H 0.69723 0.34764 -6.62278


Entry 3:
10
Properties=species:S:1:pos:R:3 method="wB97M-V/def2-TZVPD" e_homo_ev="-25.839 / -25.926" total_charge=+3 orbital_gap_ev="7.92 / 9.99" s2=6.0203 e_tot_ha=-1384.8569 multiplicity=5 molar_mass_g_mol=139.1 relative_energy_kj_mol=154.0
Cr 2.00938 0.37385 0.33300
O -0.02141 -0.23145 -0.09880
O -2.73359 -0.18921 0.05804
O -4.98091 0.39133 0.18011
C -0.56388 -1.28358 -0.28612
C -1.99388 -1.59555 -0.03409
C -3.89688 0.06903 0.14792
H -2.16040 -2.05921 0.94795
H -0.21128 -2.30654 0.13834
H -2.43606 -2.10439 -0.90146


Entry 4:
34
Properties=species:S:1:pos:R:3 method="wB97M-V/def2-TZVPD" e_homo_ev=-3.633 total_charge=-1 orbital_gap_ev=4.60 e_tot_ha=-2008.9543 molar_mass_g_mol=382.8
Cl 0.99014 -1.81570 1.30447
S 1.03418 0.04811 -1.03149
O -5.41878 -1.37212 -0.15291
O -3.14589 -1.68411 4.84148
O -0.01732 1.02361 -1.22822
O 0.99031 -1.18765 -1.78946
O -0.90732 -1.56066 4.15376
N 7.07949 3.69404 -2.62919
N -2.05087 -1.32926 3.82198
N -3.24592 -0.94943 0.42407
N -4.36562 -1.47308 4.30623
N -5.03073 -1.10434 2.05033
C -4.51683 -1.11401 0.81007
C 3.68852 0.30956 -1.91704
C -2.71359 -0.86044 2.71431
C 4.88006 1.00994 -2.13707
C 6.14071 3.11118 -2.24569
C -2.29698 -0.83684 1.35991
C -4.14581 -1.02546 3.01433
C 2.68454 2.30949 -1.02922
C 2.56055 0.98696 -1.45104
C 1.39864 -0.32624 0.62191
C 4.95499 2.37810 -1.84967
C -4.79453 -1.71372 -1.41681
C 3.86779 3.01490 -1.24322
H 2.37739 0.08987 0.88020
H -3.90742 -1.08192 -1.60119
H -4.44963 -2.76009 -1.39342
H 1.86623 2.80730 -0.52710
H 3.94340 4.05809 -0.93975
H 5.75916 0.49494 -2.53954
H -1.25050 -0.80419 1.05466
H 3.65205 -0.76138 -2.10407
H -5.61045 -1.57546 -2.13159